{"formula": "C4H7N2", "method": "ωB97M-V/def2-TZVPD", "gap_ev": [7.896, 8.899], "total_charge": 1, "e_tot_ha": -265.64276, "max_force_ev_per_a": 4.89, "e_above_lowest_kcal_mol": 166.7, "species": ["C", "C", "C", "C", "N", "N", "H", "H", "H", "H", "H", "H", "H"], "xyz": [[-0.48078, 1.37339, 0.04209], [-1.20049, 0.11906, -0.17947], [0.80681, -0.76339, -0.48623], [0.78727, 0.78542, -0.39113], [1.60315, 0.05671, 0.28815], [-0.51588, -1.08297, 0.20688], [-0.81279, 2.31696, -0.43613], [-0.37273, 1.55344, 1.22210], [-1.52560, 0.00184, -1.14417], [1.05863, -1.14635, -1.41884], [1.89036, -0.10856, 1.28875], [-0.31024, -1.23110, 1.23995], [-0.92771, -1.87448, -0.23195]]}